Here is one molecule with the formula C7H17PS2 in a non-equilibrium geometry from the Open Molecules 2025 dataset. Energies are from ωB97M-V/def2-TZVPD.

Properties
SMILES ... CCP(CC)(CC)=C(S)S
HOMO ... -7.286 eV
Total charge ... 0
Relative energy (zero: lowest compared OMol25 entry of this formula, charge and spin) ... 69.5 kcal per mole

Element x y z (Å)
C 1.13897 -1.67349 1.51132
C 0.22767 -1.53854 0.31792
P -0.12430 0.10386 -0.22802
C 1.28849 1.21625 -0.11725
C 2.47859 0.89324 -0.97695
C -1.33812 0.81971 1.07932
C -2.64433 0.09414 1.07422
C -0.49922 -0.00519 -1.94425
S -0.61492 1.63689 -2.69810
S -1.72409 -1.26661 -2.27756
H 2.15917 -1.69389 1.11887
H 1.03763 -1.07747 2.47234
H 0.92586 -2.66776 1.95241
H -0.75137 -2.04373 0.62106
H 0.70422 -2.28034 -0.34566
H 1.10386 2.25885 -0.25095
H 1.89235 1.13197 0.83494
H 3.03039 0.09693 -0.53827
H 2.38747 0.78212 -2.00083
H 3.18674 1.74078 -0.76588
H -0.97725 0.78369 2.06268
H -1.43539 1.94926 0.91243
H -2.50621 -0.85424 1.48991
H -3.43978 0.75216 1.79152
H -3.07491 0.17250 0.05790
H -1.41509 2.33200 -1.88164
H -1.01644 -1.66309 -3.27147

Atomic partial charges in e from the Mulliken method, atoms 1 to 8:
1. C -1.394
2. C -0.460
3. P 0.466
4. C -0.679
5. C -1.288
6. C -0.531
7. C -1.230
8. C -0.206

=====

Here is a 2-piece molecular cluster, C7H18 overall in a non-equilibrium geometry from the Open Molecules 2025 dataset. Energies are from ωB97M-V/def2-TZVPD.

Properties
SMILES ... CC(C)C.CCC
HOMO ... -10.263 eV
Total charge ... 0
Relative energy (zero: lowest compared OMol25 entry of this formula, charge and spin) ... 64.2 kcal per mole

Element x y z (Å)
C 1.70550 -2.65308 0.37865
C 0.96358 -1.30501 0.27126
C 0.64694 -0.53031 1.55557
C 1.62032 -0.25211 -0.63387
H 1.16035 -3.29352 1.01342
H 2.70998 -2.54055 0.69990
H 1.81429 -3.05702 -0.58134
H -0.19620 -1.49340 -0.30275
H 1.53009 0.13677 1.73956
H -0.31218 -0.13649 1.50935
H 0.44178 -1.27295 2.36817
H 0.85010 0.25200 -1.18354
H 2.27731 0.32459 -0.04802
H 2.34265 -0.57961 -1.52103
C -2.00389 0.43455 0.10852
C -2.08462 1.85404 -0.52039
C -0.74629 2.33666 -1.04763
H -2.98049 -0.06902 0.07159
H -1.76918 0.70889 1.13394
H -1.26395 -0.41049 -0.10744
H -2.98343 1.77476 -1.26604
H -2.58756 2.58584 0.20527
H -0.68102 3.29851 -1.52357
H 0.13714 2.31086 -0.38438
H -0.59123 1.57607 -1.93522

Atomic partial charges in e from the Mulliken method, atoms 1 to 8:
1. C -1.768
2. C 0.949
3. C -0.627
4. C -0.851
5. H 0.408
6. H 0.394
7. H 0.441
8. H 0.071

=====

Here is C7H18AsN4O3S3W as an isolated structure in a non-equilibrium geometry from the Open Molecules 2025 dataset. Energies are from ωB97M-V/def2-TZVPD.

Properties
HOMO (spin up / spin down) ... -19.651 / -19.708 eV
Total charge ... +3
Relative energy (zero: lowest compared OMol25 entry of this formula, charge and spin) ... 64.0 kcal per mole

Element x y z (Å)
W -0.20329 -0.24628 -0.36584
C -2.10525 4.79214 1.41282
C -1.37755 3.65727 2.03964
N -0.79536 3.65169 3.20812
N -0.23474 2.41215 3.30884
C -0.44361 1.66424 2.25485
S 0.10220 0.03847 1.96759
N -1.16207 2.42141 1.43635
N -1.62471 1.93495 0.21130
H -2.12215 5.62037 2.11767
H -3.13581 4.52420 1.16798
H -1.59714 5.12725 0.50641
H 0.25384 2.16169 4.16205
H -2.60793 1.68282 0.29616
H -1.54723 2.68068 -0.47028
C 2.50940 -2.66967 0.29756
As 2.02038 -1.31313 -0.96501
C 1.90084 -2.15228 -2.69255
C 3.64926 -0.31470 -1.07253
S 0.92062 1.39644 -1.28448
H 3.30168 -3.22122 -0.18319
H 1.68433 -3.32532 0.53839
H 2.88818 -2.18496 1.18849
H 2.67618 -2.89953 -2.66041
H 2.11505 -1.40367 -3.44181
H 0.93371 -2.59833 -2.86812
H 4.38514 -1.05888 -1.34061
H 3.88302 0.11749 -0.10838
H 3.59753 0.45442 -1.83023
C -2.88746 -3.35516 -1.00313
S -1.75293 -2.08460 -0.73552
O -1.16061 -1.44131 -1.96613
O -0.52465 -2.43845 0.05131
O -2.25278 -0.86045 -0.01193
H -2.70343 -3.72915 -2.01844
H -3.89200 -2.92455 -0.90758
H -2.69062 -4.11604 -0.23932

Atomic partial charges in e from the Mulliken method, atoms 1 to 8:
1. W 0.549
2. C -1.302
3. C 0.896
4. N -0.577
5. N 0.232
6. C 0.547
7. S -0.259
8. N 0.488

=====

Here is a 2-piece molecular cluster, C7H18ClNOP overall in a non-equilibrium geometry from the Open Molecules 2025 dataset. Energies are from ωB97M-V/def2-TZVPD.

Properties
HOMO ... -14.789 eV
Total charge ... +1
Relative energy (zero: lowest compared OMol25 entry of this formula, charge and spin) ... 28.2 kcal per mole

Element x y z (Å)
C -2.18794 -0.39813 -1.51542
C -1.34760 -1.67200 0.49233
C 1.86137 1.62145 0.54994
C -0.46647 1.99815 1.70986
C -1.44034 -0.31329 -0.22044
C 0.49222 0.95728 1.01676
C -0.15357 0.53479 -0.28875
N 0.03440 1.18315 -1.36935
O 1.26639 -1.15699 -0.85204
P 2.09431 -2.34823 -0.63172
Cl 3.43408 -2.04478 0.80235
H -1.89764 -1.18265 -2.03267
H -2.38356 0.44983 -2.13108
H -3.14090 -0.59935 -1.22449
H -1.32892 -2.53356 -0.34401
H -2.25455 -1.89318 0.95330
H -0.42362 -1.80196 1.21782
H 2.69341 1.53718 1.36937
H 2.33806 0.95796 -0.16061
H 1.93550 2.69021 0.20654
H -1.41045 1.79123 1.45870
H -0.31381 3.08315 1.34333
H -0.30204 1.89963 2.80970
H -1.95869 0.53542 0.30318
H 0.43726 0.10159 1.71035
H -0.66589 0.90962 -2.03239
H 0.81792 1.79577 -1.29628
H 1.33402 -3.42453 -0.09687
H 2.93704 -2.67777 -1.74743

Atomic partial charges in e from the Mulliken method, atoms 1 to 8:
1. C -2.318
2. C -1.262
3. C -1.700
4. C -1.350
5. C 1.108
6. C 0.760
7. C -0.159
8. N -0.061

=====

Question: relative energy (zero: lowest compared OMol25 entry of this formula, charge and spin) of number 2 (C7H18)?
Answer: 64.2 kcal per mole